Molecular formula: C2H4Cl2FN
Method: DFT, the ωB97M-V functional and the def2-TZVPD basis

The geometry in XYZ format:
```
10
Properties=species:S:1:pos:R:3:forces:R:3:lowdin_charge:R:1
N 0.32499 1.98368 1.24352 -1.4 2.3 -2.2 0.052
C 0.78113 1.23247 0.18319 -0.2 -1.0 -1.5 -0.364
C 0.06638 -0.09183 0.07647 0.4 -2.3 0.6 -1.179
F 0.13710 -0.71974 1.29649 -0.6 0.2 -0.4 -0.080
Cl -1.68773 -0.08664 -0.44950 1.4 0.4 0.5 0.598
Cl 1.02808 -1.13828 -1.01663 -0.4 0.1 -0.2 0.631
H 0.81187 1.87001 2.02515 2.4 -0.6 3.9 0.029
H -0.62905 2.06692 1.44567 -1.5 0.0 -0.2 0.070
H 1.86190 1.03345 0.34987 -0.7 0.0 -0.5 0.134
H 0.57559 1.60124 -0.82754 0.5 0.9 0.1 0.109
```
Forces are in eV/Å.

The orbital gap comes out at 10.501 eV. For the HOMO energy, the calculation gives -9.779 eV. The value obtained for the relative energy (zero: lowest compared OMol25 entry of this formula, charge and spin) is 0.1970 eV. Its net charge is 0. As for the structure (SMILES): NCC(F)(Cl)Cl.